The following is a DFT calculation (the ωB97M-V functional and the def2-TZVPD basis) of a structure of composition C11H16ClO2PSn in a non-equilibrium geometry.

Relative energy (zero: lowest compared OMol25 entry of this formula, charge and spin) = 24.6 kcal/mol
DFT total energy = -1594.31105 hartree
2S+1 = 1
E_HOMO (alpha / beta) = -16.34 / -15.73 eV
Total charge = +2

Each line ends with the Mulliken charge.
Geometry (Å):
Cl1 0.70995 0.54887 2.96268  -0.188
C1 1.04451 3.13172 -1.00004  -0.501
C2 1.11508 2.45614 -2.26311  -0.609
C3 1.77423 1.22700 -2.08159  -0.558
H1 0.79932 2.87609 -3.21931  0.525
C4 2.18138 1.09816 -0.72839  0.483
C5 1.71878 2.28092 -0.02098  -0.390
H2 1.96245 2.51884 1.02736  0.665
H3 0.74507 4.16508 -0.82173  0.565
H4 2.03287 0.51096 -2.86259  0.494
C6 3.06303 0.06342 -0.14278  -1.245
Sn1 -0.38298 1.36984 -0.02757  0.917
C7 -2.11679 0.80157 -1.93371  0.206
C8 -2.31872 2.30606 1.49832  0.165
O1 -2.94784 0.57840 -2.69803  -0.095
O2 -3.07174 2.74004 2.24196  -0.066
H5 2.80770 -0.94220 -0.50298  0.289
H6 2.99749 0.07100 0.95383  0.328
H7 4.11132 0.25721 -0.42981  0.363
C9 -1.95662 -2.77087 -0.55557  -1.122
P1 -1.12967 -1.41308 0.35460  0.589
C10 -2.15921 -1.33392 1.87547  -1.082
C11 0.39117 -2.25483 0.94326  -0.985
H8 -2.91806 -2.41047 -0.94088  0.391
H9 -2.13548 -3.65188 0.08989  0.404
H10 -1.32890 -3.06721 -1.40530  0.383
H11 -2.28842 -2.33385 2.31948  0.419
H12 -1.65589 -0.66425 2.59154  0.309
H13 -3.14490 -0.92841 1.60534  0.357
H14 0.16031 -3.20308 1.45796  0.435
H15 1.03409 -2.45850 0.07274  0.293
H16 0.90644 -1.56878 1.63992  0.262

Cartesian forces, eV/Å:
Cl -0.4 0.4 -0.8
C -0.8 0.0 -0.9
C -0.2 0.2 0.3
C 0.2 0.2 0.1
H -0.1 -0.2 0.4
C -0.3 1.3 0.6
C 1.3 -1.4 0.2
H -0.1 0.0 -0.7
H 0.0 -0.3 -0.1
H -0.2 0.3 0.2
C 0.3 -0.6 0.3
Sn 0.9 -0.9 0.7
C -3.4 -0.5 -3.3
C -2.8 1.6 2.6
O 3.1 0.7 2.8
O 2.4 -1.4 -2.3
H 0.1 0.3 0.1
H 0.1 0.0 -0.3
H -0.4 0.0 0.1
C -0.2 0.5 -1.1
P 0.1 -2.0 1.8
C 0.0 0.9 -0.2
C 0.4 0.8 -0.3
H 0.1 -0.2 0.0
H 0.3 0.6 0.0
H -0.2 0.0 0.1
H 0.2 0.3 -0.3
H -0.3 -0.3 -0.1
H 0.2 -0.1 0.2
H -0.2 0.4 -0.2
H -0.1 0.0 0.4
H -0.1 -0.5 -0.3